1.
# C21H31F5P2SZr

A structure of composition C21H31F5P2SZr (ωB97M-V/def2-TZVPD, OMol25).

The gap between HOMO and LUMO comes out at 6.69 eV. Its total charge is +2. The value obtained for the HOMO energy is -13.4 eV.

Structure (XYZ):
```
61
Properties=species:S:1:pos:R:3:forces:R:3
C -0.05250 0.60366 4.80963 0.1356 -0.1180 -0.2611
C -0.69129 1.73331 0.86520 0.4454 0.8440 -0.2373
F -1.53240 -0.70883 8.40894 0.6090 0.7275 -1.5936
H 1.27015 -3.27870 -4.03980 0.2535 0.0799 0.0901
H -2.52028 1.80565 -0.25402 0.4692 -0.4052 0.4347
H 2.32523 2.41028 -3.02270 -0.3670 0.2629 0.0539
H 1.51381 0.31067 -4.06492 -0.4736 -0.0368 -0.1646
H -1.17798 -2.27351 0.24581 0.1931 0.1331 -0.4159
H -1.08664 -3.72008 -3.70328 -0.0367 0.2338 0.2854
C -1.33695 -3.16523 -2.78462 -0.4425 -0.2305 0.3516
C -1.07363 -0.24948 7.21520 -0.3768 -0.3519 0.9959
H -0.22763 -1.41726 -4.87495 -0.2000 -0.0074 0.1261
C -0.41604 -0.77415 -4.00328 -0.1797 0.1887 -0.0908
F 0.58980 0.98360 3.57230 -0.8788 -0.1967 1.1604
H -1.21559 3.14640 -4.46851 -0.5056 0.0859 0.0729
P -0.06993 -1.90759 -2.60489 1.5408 0.2144 -1.3973
H 1.21465 3.69270 -3.65796 0.4761 -0.1893 0.4398
C 0.66330 1.96567 0.68871 -0.3038 -1.4227 1.0472
C -1.57925 -0.77049 6.02901 -0.3313 -0.3280 -0.6959
H 2.17748 -0.12185 -1.58707 -0.3225 -0.1688 0.4188
H -1.49952 -0.55557 -3.99514 0.4199 0.0131 -0.0072
C 1.62286 0.85611 0.25863 0.7373 0.7064 -1.3323
H 1.34665 3.40587 -1.87808 0.1178 -0.0382 -0.4991
C 0.42869 0.50003 -4.16191 0.1047 0.3911 -0.5993
C 0.44543 1.18260 5.96217 0.5533 0.4005 0.2938
Zr 0.25498 -0.53311 1.89215 -1.9204 0.0798 0.3453
H 2.80028 -0.91735 3.00086 -0.1778 -0.2453 -0.1053
C -1.94245 -0.30283 -0.22099 -0.6632 0.1564 -0.5265
H -2.41880 -0.57240 -1.18177 -0.1748 0.3502 0.0687
F -2.57664 -1.69002 6.04070 1.1860 1.0258 0.1358
H -1.20957 2.23238 1.69467 0.1996 0.6561 -0.6900
C 1.24973 0.05564 -1.01052 0.3040 -0.7471 -0.4783
H 0.24623 0.95246 -5.15457 0.2470 -0.5645 0.1485
C 1.46874 -2.73920 -3.10899 -0.2995 -0.0669 0.1085
H -1.08756 1.44621 -1.22230 -0.4031 -0.3775 1.2528
H -2.28906 1.89872 -3.72690 0.2598 0.2652 0.0611
H -2.33754 -2.73107 -2.91084 0.2794 -0.0534 0.1640
H 1.09172 -2.06821 -0.65139 -0.1060 -0.0751 0.1237
C -0.80037 -1.26451 0.01220 1.2771 0.3435 1.6693
C 2.01205 -1.58577 2.61119 0.5761 -0.0654 -0.1545
H 1.16853 2.88394 1.01294 -0.2777 -0.6026 0.9881
P -0.01781 1.77652 -2.94900 -0.6237 -0.0051 -0.0564
H 2.57743 1.35628 0.01523 -0.2726 -0.3476 0.2206
H -2.71079 -0.47871 0.54641 0.1876 -0.0295 -0.2370
C -0.07633 0.73883 7.18292 0.3371 0.0541 0.7782
H 2.27966 -2.01298 -3.24849 -0.1831 -0.2223 0.0170
H 1.69554 -2.23206 3.44669 -0.0260 0.0688 -0.2025
S -1.72227 -1.04927 3.28762 0.4345 0.1545 -0.1764
H 2.00086 0.17531 1.12223 0.2430 0.9239 -0.7106
H 2.47101 -2.21415 1.82970 -0.0092 -0.0199 0.2683
F 0.42286 1.20277 8.34373 -0.4989 -0.3305 -1.2167
C 0.41356 -1.25665 -0.94430 -0.8775 -0.1295 0.4411
H -1.80319 3.33995 -2.77798 0.0613 -0.2231 -0.3222
F 1.43461 2.10191 5.90457 -0.9549 -0.9093 0.0887
H 1.74332 -3.45752 -2.32372 0.0390 0.1374 -0.2985
H 0.64966 0.78014 -1.63498 0.5048 -0.7527 0.9825
C -1.05794 -0.36150 4.77410 0.0354 0.1174 0.7745
C 1.36302 2.92705 -2.87191 0.1057 0.7868 -0.5608
H -1.34962 -3.87662 -1.95296 0.0103 0.1339 -0.0964
C -1.47605 2.61780 -3.54272 -0.0702 0.6605 -0.8351
C -1.58620 1.20415 -0.23802 -0.3867 -0.9352 -0.4461
```
Forces are in eV/Å.

2.
# C21H31F9N3O6

A cluster of 4 separate species, C21H31F9N3O6 in total (ωB97M-V/def2-TZVPD, OMol25).

The gap between HOMO and LUMO comes out at 6.91 eV. Its total charge is +1. The value obtained for the HOMO energy is -12.2 eV.

Structure (XYZ):
```
70
Properties=species:S:1:pos:R:3:forces:R:3
C 4.30134 -2.27718 2.17449 0.9324 0.0467 0.0781
N 1.27050 -2.88667 -0.45773 -5.7740 3.6201 0.8790
H -1.26798 -6.27447 -2.78478 0.1530 0.0863 0.0545
H -2.05560 6.89951 4.58779 -0.1117 -0.1850 -0.0617
C 3.44270 -3.01391 3.36193 -0.3577 0.3611 -0.4946
C -3.90394 4.05372 -1.16720 -0.3699 -3.0328 -0.8140
H 3.68553 -1.99402 -1.49099 -0.7257 0.3291 2.1415
O -2.11801 -4.20369 -4.28250 1.5916 -0.6796 -2.2694
H 3.92523 -2.71048 4.38966 -0.8785 -0.8364 -2.0552
O -2.62558 3.83128 -1.60894 -1.2722 0.6362 0.8964
N 1.84572 -1.68455 -0.32455 0.5762 3.2286 0.4128
H 4.21081 -1.08846 2.18287 0.0012 -2.5766 0.0793
C 0.78629 5.07085 3.73553 -2.3750 -1.3403 1.7369
C -1.59334 4.99032 3.68791 -0.8391 -0.1273 0.3637
H 1.48755 -2.74698 4.54818 0.8972 -0.0424 -2.3236
O -0.03813 -4.98159 -4.85887 -1.4719 0.7031 -0.8143
H 1.19156 -3.34842 2.77480 1.4762 1.4556 1.1831
C -0.17373 -6.24397 -2.78868 -0.3559 -0.1391 -0.1209
C -0.28538 -0.05295 -0.00503 1.5870 -5.9341 -0.7422
H 1.43052 -4.97348 -3.43928 -0.2267 0.0197 -0.3644
C 3.39011 -1.76509 -0.38185 1.4869 0.1297 0.2697
F -2.87904 -4.45581 -6.96992 1.3022 -0.0453 0.9361
C -2.80928 2.34671 -3.52205 -0.2935 0.1562 -0.1348
N 1.53223 -1.19931 2.98600 0.2044 -0.2590 0.0044
C -2.34382 2.50726 -2.08693 0.0817 -0.4911 -0.4163
F 1.88121 6.92486 2.65261 -0.2799 -1.2948 0.4875
H 3.39338 -3.84612 0.78340 0.9470 1.9820 -0.6224
C -4.05319 5.48221 -0.64360 -0.6098 2.7592 0.5650
F 3.15637 5.52481 3.72944 -1.4818 -0.2105 -0.4107
H -2.35860 5.06186 2.90694 0.4310 0.1219 -0.0582
H 0.16732 -7.13779 -3.32055 0.0894 0.1687 0.1342
C -1.56002 -4.55294 -6.64649 -0.6791 -0.2319 -2.8368
H -1.25688 2.37726 -2.03874 -0.1288 0.3921 0.0860
F -1.10229 -5.68263 -7.25941 -0.2674 0.9064 1.0292
H -2.78716 1.75050 -1.42962 -0.2031 0.2650 -0.0454
O -0.36822 5.47118 3.11453 2.0178 -0.4358 0.2643
H -2.26108 -1.54952 -0.00845 2.5119 0.1147 -0.2367
H -0.01422 -4.08138 -2.96757 -0.1438 -0.1176 -0.2868
H -0.76805 0.99521 0.15381 1.2047 -2.1648 -0.3449
C -0.17893 -2.73702 -0.34462 -0.5857 0.1067 0.1117
C 1.29000 -0.35288 -0.14242 -2.9057 -0.4784 0.2580
C 2.01132 5.61137 2.99785 2.1649 1.3848 -0.8694
C 4.01919 -2.86499 0.65967 0.7159 -0.2427 0.3968
C -1.31139 -4.55776 -5.13813 0.1075 0.2342 3.0441
H 0.17710 -6.29086 -1.75411 0.0364 0.0039 -0.1068
H -2.97231 5.53018 5.26287 0.1163 0.0188 -0.1015
O -4.78714 3.20046 -1.16969 1.9136 2.3681 0.2331
C 1.85434 -2.61175 3.42165 -0.6773 -0.6139 1.0335
F 2.24827 4.93565 1.83675 -0.5471 0.1199 0.8704
H 3.48834 -4.18878 3.16854 0.0946 2.5803 0.7097
H 2.01914 0.57912 -0.08631 -1.4217 -2.5871 -0.1425
H -0.77268 -3.76930 -0.45608 1.6092 2.5274 0.2677
F -5.35180 5.86306 -0.49387 1.3036 -0.9752 -0.2977
F -0.93771 -3.50772 -7.26387 -0.3233 -0.6908 1.0187
F -3.47995 6.40736 -1.46631 -0.3819 -1.2493 0.5116
O 0.81437 4.34996 4.72932 0.4970 1.6425 -2.3881
H 3.85304 -0.70976 -0.08210 -1.3061 -2.2795 -0.7566
H -1.51004 3.93181 3.95983 0.2518 0.2251 0.0183
C -1.99984 5.84451 4.87412 0.2805 0.1663 0.2295
H 5.07470 -3.19827 0.21967 -2.4136 0.8305 0.7297
H 0.56291 -0.91086 3.27076 1.6752 -0.3758 -0.0879
H -2.37368 3.12434 -4.15740 0.0797 -0.1673 0.1336
H 2.25301 -0.50366 3.27916 -1.1358 -0.9115 0.0653
H 5.45062 -2.49469 2.41354 -2.5514 0.4892 -0.4916
H -2.52443 1.36667 -3.91448 -0.0076 0.1062 0.0634
F -3.46504 5.64351 0.57663 -0.2734 -0.6493 -0.8909
C -1.10029 -1.45644 -0.09903 4.7851 1.5160 -0.3065
C 0.33540 -4.98905 -3.47276 0.2302 -0.2034 0.6067
H -1.26458 5.77275 5.68193 -0.1479 -0.1079 -0.1029
H -3.89676 2.44689 -3.59728 0.1710 -0.1255 0.0922
```
Forces are in eV/Å.

3.
# C21H31N3O4

An isolated molecule of C21H31N3O4 (ωB97M-V/def2-TZVPD, OMol25).

The gap between HOMO and LUMO comes out at 9.94 eV. As for the SMILES: CCOC(=O)N1CCN(C(=O)[C@H](NC(=O)c2ccc(CC)cc2)C(C)C)CC1. The value obtained for the HOMO energy is -9.2 eV. For the energy relative to the best compared isomer or geometry (same formula, charge and spin), the calculation gives 5.4 kJ/mol.

Structure (XYZ):
```
59
Properties=species:S:1:pos:R:3:forces:R:3
H -1.21558 -1.32507 -3.37923 -0.0381 0.0489 0.0220
C 1.41703 1.67785 -4.70771 -0.1796 -0.0679 -0.1729
H -2.14073 0.03808 -2.71196 0.1315 -0.1190 -0.1334
C -2.06228 -3.37302 4.78810 -0.1257 0.0415 -0.0234
O 0.87814 -2.07480 0.92927 0.0230 -0.1807 -0.1211
C 0.40855 0.55472 0.28007 -0.1289 0.1528 0.0643
C 0.07688 -1.45654 1.60942 0.0349 0.1856 0.0795
H 0.66324 4.49433 -6.02201 0.0922 -0.0864 0.0481
H 1.25440 1.62641 2.64748 0.0368 -0.0158 0.1175
C 1.32773 -0.57852 -3.86057 0.2330 0.0674 0.1314
C -1.57263 -4.09270 3.70477 -0.0061 0.0653 0.0209
C 1.62760 2.16320 1.77918 -0.2539 -0.0204 -0.0985
C -0.76549 0.60314 -4.29213 -0.3563 0.0626 -0.0302
H 2.38808 -0.53189 -4.11086 -0.1502 -0.1194 0.0486
H 2.59828 1.74965 1.51412 0.1594 -0.0456 -0.0112
C 1.20185 2.76671 -0.62044 -0.2173 -0.0802 0.2005
C 0.66052 2.03535 0.60631 0.1939 -0.1116 -0.0192
H -1.26093 -3.60856 7.39489 0.0786 0.0514 0.0578
H -2.19523 -1.43320 5.67959 -0.0409 0.0559 0.0895
H 0.89825 -1.48485 -4.29316 0.0585 0.0185 0.0351
H -3.51749 -3.39892 6.35034 -0.0560 -0.0476 -0.0564
H 2.08712 5.66310 -4.33827 0.0573 0.1335 0.0016
H -1.73452 -5.16013 3.65748 -0.0348 -0.1137 -0.0105
H -1.01905 0.26690 1.77832 -0.0178 -0.1209 -0.0159
C -1.15084 -1.35916 3.82069 0.0733 -0.0267 -0.1568
H 2.26642 3.70694 -5.89023 -0.1934 0.0614 0.0089
N -0.20482 -0.10800 -2.02526 -0.1134 0.0315 -0.2961
H 1.75966 3.20867 2.04712 0.0524 0.1010 0.0457
H 0.70662 4.89530 -3.53816 -0.0736 0.0645 0.0538
H 2.30833 4.14379 -3.46052 0.0672 -0.0039 0.0608
C 1.33359 3.93587 -5.36534 0.3823 0.3759 0.0120
C -1.16660 -0.26937 -3.09583 -0.2642 0.1056 -0.1221
C -1.83274 -2.00271 4.83534 -0.0594 -0.0610 0.0259
H 0.50864 2.68868 -1.45512 -0.0352 0.0586 -0.1805
H -0.96938 -0.29672 3.89572 0.0208 0.0916 -0.0016
C 1.62654 4.71166 -4.08864 -0.1303 -0.3239 -0.2411
O -1.75863 0.80155 -0.67761 -0.2068 0.2232 0.2420
O 2.62390 1.71094 -4.64692 0.4323 0.2053 0.0608
N -0.16506 -0.13275 1.41930 0.0098 0.2573 -0.0303
H -1.07627 1.63672 -4.13059 -0.0351 -0.1833 0.0069
H 1.86042 0.19460 -1.94307 -0.0062 -0.0900 -0.0286
C -0.67466 -2.08209 2.73067 -0.0989 -0.2860 0.2031
C -2.77162 -4.06677 5.91445 0.1776 -0.0284 0.1181
C -0.88270 -3.45771 2.69149 0.0967 0.1321 -0.1003
H -1.02631 -5.15623 6.58389 0.0960 -0.0576 0.0024
C -1.77289 -4.48187 6.99710 -0.1955 -0.0124 -0.0402
C -0.60753 0.43959 -0.86154 0.2208 -0.1784 0.0603
O 0.64418 2.71709 -5.09212 -0.1334 -0.2584 0.0977
H -2.28467 -4.98679 7.81303 0.0151 -0.0581 0.1166
C 1.14984 -0.53364 -2.33717 0.3884 -0.2198 0.0102
H 1.35714 -1.51302 -1.88981 0.0772 0.0869 -0.0199
H -1.24936 0.23560 -5.20474 -0.0715 0.0493 0.0869
H 1.34315 3.82095 -0.39337 0.0328 0.0992 -0.0363
H 1.34413 0.03906 0.06304 -0.0738 0.1227 -0.0340
N 0.67682 0.57215 -4.44442 -0.0639 0.0319 0.0138
H 2.16275 2.35461 -0.92318 0.1414 -0.0375 -0.0634
H -0.30372 2.47897 0.87901 0.0081 -0.0481 -0.0258
H -3.28432 -4.95430 5.53868 -0.0721 0.0574 -0.0054
H -0.49375 -4.01286 1.85112 0.0410 -0.0364 -0.0677
```
Forces are in eV/Å.

Which of these has the highest HOMO energy? C21H31N3O4

What is the HOMO energy in the first record? -13.4 eV